No. 1
Molecular formula: C37H56F5IrN4O3SSeSi2Te
Method: DFT, the ωB97M-V functional and the def2-TZVPD basis

As for the charge: +1. As for the HOMO-LUMO gap (alpha / beta): 5.086 / 5.119 eV. For the LUMO energy (alpha / beta), the calculation gives -3.88 / -3.89 eV. For the maximum force, the calculation gives 3.87 eV/Å. Its multiplicity is 2. The HOMO energy (alpha / beta) is -8.97 / -9.01 eV. Its energy relative to the best compared isomer or geometry (same formula, charge and spin) is 5.442 eV.

```
111
Properties=species:S:1:pos:R:3:forces:R:3:lowdin_charge:R:1
Ir 1.37245 0.82803 0.26147 1.59 3.43 -0.80 0.8908
N 1.02436 0.60176 2.58634 0.06 -0.23 -0.30 -0.0557
C 1.94760 0.94539 3.67731 0.13 0.22 0.10 -0.2363
C 2.47108 2.36423 3.53911 0.03 -0.14 -0.15 -0.1697
C 3.41966 2.52415 2.36151 0.02 -0.10 0.17 -0.2119
N 2.69444 2.55592 1.07967 -0.38 -0.61 -0.34 -0.0401
H 0.20147 1.19148 2.65720 -0.06 0.01 0.13 0.0197
H 0.71808 -0.36001 2.69088 -0.11 -0.02 -0.05 0.0567
H 2.78973 0.25407 3.63483 -0.05 -0.07 0.04 0.1011
H 1.46004 0.83112 4.65084 -0.03 -0.06 -0.05 0.1201
H 3.00419 2.62221 4.45490 -0.01 0.04 0.00 0.1235
H 1.64151 3.07264 3.43825 0.00 0.03 0.05 0.1208
H 4.12532 1.68976 2.33755 0.04 0.03 -0.02 0.1118
H 3.98908 3.44900 2.48562 0.02 -0.02 -0.11 0.1257
H 3.35426 2.73554 0.33104 0.01 0.07 -0.10 0.0698
H 2.04759 3.34096 1.10913 -0.07 -0.01 -0.08 0.0261
C -4.51425 2.08308 1.97322 0.24 -0.16 -0.02 -0.1669
Si -3.09750 1.23732 2.88237 -0.22 -0.05 0.61 0.4595
C -3.73801 0.59507 4.53564 -0.01 0.13 -0.23 -0.1773
C -1.76431 2.53032 3.23928 -0.12 -0.25 -0.08 -0.1797
C -2.43656 -0.32334 1.98234 -0.11 0.59 -0.16 -0.4348
Te -1.37454 0.15503 0.17997 -1.24 -0.73 -0.09 1.6991
C -3.13013 0.45459 -0.93442 -0.09 -0.33 0.19 -0.4092
Si -4.41873 -0.96134 -1.14620 -0.52 -0.08 -0.26 0.4969
C -4.63708 -2.28240 0.19119 0.21 0.29 -0.06 -0.1758
C -6.05550 -0.02905 -1.28291 0.20 -0.20 -0.10 -0.1728
C -4.07235 -1.88156 -2.75211 -0.02 0.20 0.19 -0.1655
H -5.09513 2.65653 2.69860 0.03 0.00 0.04 0.0439
H -5.19539 1.37214 1.50275 -0.01 -0.02 -0.01 0.0178
H -4.16940 2.79020 1.21603 0.02 -0.03 -0.04 0.0351
H -3.99917 1.43527 5.18288 -0.01 0.00 0.01 0.0373
H -3.00386 -0.01537 5.06418 0.05 0.01 -0.03 0.0315
H -4.63893 -0.00785 4.40506 0.00 -0.02 -0.02 0.0355
H -2.26308 3.45066 3.55171 -0.04 0.00 0.00 0.0505
H -1.15970 2.79779 2.36980 0.05 0.06 -0.07 -0.0229
H -1.11420 2.23865 4.06911 0.02 -0.06 -0.03 0.0331
H -3.27267 -0.98225 1.75932 -0.02 0.01 -0.02 -0.0088
H -1.75984 -0.85290 2.65514 0.12 0.04 -0.05 0.0185
H -2.79432 0.77025 -1.92144 0.07 0.02 0.02 0.0112
H -3.59580 1.31755 -0.45764 -0.08 0.02 0.06 0.0041
H -5.11743 -1.90910 1.09757 0.02 0.03 0.01 0.0314
H -3.70870 -2.78744 0.46155 0.00 0.00 -0.01 0.0221
H -5.30426 -3.04039 -0.22628 -0.02 0.04 -0.07 0.0436
H -6.35814 0.43788 -0.34434 0.07 0.00 0.04 0.0200
H -6.84933 -0.72308 -1.56861 -0.01 0.00 -0.01 0.0380
H -6.01375 0.75218 -2.04438 0.02 0.00 -0.01 0.0387
H -3.20615 -2.53765 -2.66311 0.04 0.02 0.04 0.0107
H -3.91003 -1.21079 -3.59712 0.01 0.02 0.01 0.0355
H -4.93455 -2.50810 -2.99093 -0.02 0.00 0.03 0.0411
C 0.42928 -8.01338 -0.92684 0.04 0.00 0.02 -0.0376
C 0.22313 -6.55414 -0.64793 -0.03 0.12 -0.02 -0.2463
C 0.07721 -5.64049 -1.67951 0.03 -0.03 0.00 0.0018
C -0.10805 -4.28367 -1.44486 0.05 0.11 0.09 -0.1772
C -0.21330 -3.36843 -2.63558 -0.01 -0.04 0.06 -0.0171
C -0.14162 -3.82689 -0.11914 -0.10 -0.36 -0.35 -0.0520
C 0.02756 -4.73418 0.94771 -0.09 0.18 0.06 -0.1853
C -0.02067 -4.30090 2.39178 0.03 -0.05 -0.08 -0.0267
C 0.19592 -6.07625 0.66037 0.03 -0.05 -0.03 -0.0007
C -0.38225 -2.40394 0.18937 0.31 -0.13 0.56 -0.5406
O -1.35785 -1.78613 -0.44091 0.04 0.07 0.07 -0.2320
O 0.25354 -1.79927 1.05979 -0.11 -0.34 -0.03 -0.0973
H 0.18940 -8.25508 -1.96040 0.00 -0.02 0.00 0.0795
H -0.18642 -8.62829 -0.27082 0.00 -0.01 -0.01 0.0855
H 1.47163 -8.28559 -0.74925 -0.01 -0.03 -0.01 0.0905
H 0.11144 -5.98498 -2.70703 0.01 -0.02 0.00 0.1253
H 0.48581 -3.68558 -3.40894 0.00 -0.01 -0.01 0.0957
H -0.00403 -2.33290 -2.38472 0.02 0.02 -0.04 0.0540
H -1.21633 -3.42090 -3.06247 0.00 0.06 -0.02 0.0830
H -0.89153 -3.67488 2.59028 0.02 0.03 0.05 0.0836
H 0.86835 -3.72812 2.65596 -0.03 0.02 0.05 0.0743
H -0.07068 -5.17262 3.04119 -0.02 0.00 0.00 0.0831
H 0.30471 -6.77780 1.47981 -0.01 0.01 0.01 0.1235
C -1.00288 -0.03254 -3.78668 0.16 -0.03 0.22 -0.0544
C 0.24011 0.42382 -3.02699 0.17 -0.02 -0.14 -0.5384
C 0.70765 1.76307 -3.59497 -0.01 -0.17 0.04 -0.0789
O -0.01555 0.52101 -1.63534 0.62 -0.27 0.44 -0.6534
H -0.73078 -0.29008 -4.81079 -0.06 -0.01 -0.03 0.0951
H -1.73634 0.77611 -3.82322 -0.03 -0.02 -0.02 0.0812
H -1.45446 -0.90497 -3.31380 0.00 0.01 -0.05 0.0441
H 1.03692 -0.31966 -3.17597 -0.02 0.01 -0.03 0.1301
H -0.11468 2.47903 -3.58965 0.01 0.03 0.02 0.0695
H 1.05518 1.63435 -4.62225 0.02 0.03 0.00 0.0913
H 1.51465 2.18080 -2.99517 -0.07 0.06 -0.06 0.0284
N 3.30886 -1.50588 1.74309 0.00 0.11 -0.06 0.1209
C 3.99884 -0.84023 0.79145 0.25 -0.24 0.07 -0.6848
N 3.44409 -0.03852 -0.07162 -1.47 -0.21 0.51 -0.0416
C 4.37927 0.49175 -0.95188 0.33 0.18 -0.20 -0.3177
C 4.10975 1.33524 -2.02133 -0.21 0.00 0.09 -0.0255
C 5.15155 1.75855 -2.82587 0.04 0.04 0.04 -0.0590
C 6.46277 1.36592 -2.56154 0.05 -0.05 -0.02 -0.0708
C 6.75032 0.53318 -1.49283 0.01 -0.01 0.06 -0.0756
C 5.69878 0.09932 -0.70119 -0.20 -0.04 0.07 -0.4564
S 5.73597 -0.98527 0.67072 -0.15 0.04 -0.06 1.1181
H 2.30981 -1.58823 1.58041 -0.03 -0.12 -0.04 0.0584
H 3.76731 -2.26417 2.21846 -0.03 -0.05 -0.02 0.1078
H 3.08529 1.62687 -2.21022 0.08 -0.02 -0.02 0.0732
H 4.94498 2.40441 -3.66870 0.00 0.00 0.00 0.1129
H 7.26605 1.69877 -3.20429 -0.01 0.04 0.02 0.1113
H 7.76480 0.22641 -1.27682 0.01 0.00 -0.06 0.1152
F 2.05248 5.46824 -3.38216 0.16 -0.08 0.04 0.1403
C 1.61178 5.67064 -2.14862 -0.63 0.40 -0.83 -0.1458
C 0.39604 6.17832 -1.81295 0.32 -0.30 -0.34 -0.0948
F -0.49213 6.62911 -2.64453 -0.17 0.27 -0.15 0.2020
C 0.21357 6.08898 -0.33802 -0.10 -1.38 0.19 -0.3397
F -0.44674 7.09327 0.27132 0.12 0.30 0.03 0.1161
C 0.21982 4.73278 0.29490 0.96 -0.23 0.23 -0.4533
Se -0.28046 3.12080 -0.46711 0.22 -0.61 0.01 0.7598
C 1.50319 5.51158 0.20094 -0.21 0.63 0.03 -0.4061
F 2.13667 5.89822 1.36411 0.27 0.04 -0.02 0.0650
C 2.30857 5.33091 -0.97882 -0.51 0.59 1.54 -0.0920
F 3.49563 4.79432 -0.96377 0.13 -0.55 -0.29 0.1862
```
Positions in Å, forces in eV/Å.

---

No. 2
Molecular formula: C31H37AsGaN4O2S2
Method: DFT, the ωB97M-V functional and the def2-TZVPD basis

As for the charge: +3. As for the HOMO-LUMO gap: 7.420 eV. For the LUMO energy, the calculation gives -8.86 eV. For the maximum force, the calculation gives 0.20 eV/Å. Its multiplicity is 1. The HOMO energy is -16.28 eV. Its energy relative to the best compared isomer or geometry (same formula, charge and spin) is 0.000 eV.

```
78
Properties=species:S:1:pos:R:3:forces:R:3:lowdin_charge:R:1
Ga 1.20484 0.12074 0.14441 -0.07 0.06 0.03 0.4332
C -0.69361 1.00084 2.86830 -0.01 0.02 -0.01 0.0009
C 0.77977 1.02162 3.13093 0.00 -0.03 0.01 -0.2403
C 1.24172 1.39694 4.39210 0.00 0.00 0.00 0.0291
C 2.59261 1.42947 4.65650 0.00 -0.01 0.01 0.0226
C 3.48137 1.06849 3.65057 0.00 0.00 0.00 0.0378
C 2.97186 0.70458 2.42502 0.01 0.00 0.00 -0.1695
N 1.64667 0.68941 2.15854 -0.01 -0.03 0.02 0.1230
C 3.84045 0.28846 1.29908 0.00 0.01 0.00 -0.1486
C 5.22074 0.20187 1.34821 -0.01 0.00 0.00 0.0536
C 5.90232 -0.19570 0.20810 0.00 0.00 0.00 0.0374
C 5.20613 -0.49160 -0.95564 0.01 0.00 0.00 0.0524
C 3.82793 -0.38572 -0.94601 0.00 0.00 0.00 -0.1519
N 3.18599 -0.01080 0.16895 0.00 0.01 -0.01 0.1093
C 2.94628 -0.63124 -2.11177 -0.01 0.00 0.01 -0.1694
C 3.44066 -1.01825 -3.33706 0.00 0.00 -0.01 0.0377
C 2.54756 -1.19925 -4.38589 0.00 0.00 0.00 0.0233
C 1.20621 -0.97882 -4.16204 0.00 0.00 0.01 0.0274
C 0.75887 -0.58774 -2.90105 0.02 -0.02 0.00 -0.2527
C -0.69722 -0.31551 -2.69446 -0.02 0.03 0.00 -0.0116
N 1.62821 -0.42766 -1.88626 -0.02 -0.02 0.00 0.1232
H -1.01552 1.97111 2.48281 -0.01 0.00 0.00 0.0994
H -1.23053 0.83509 3.80034 0.00 0.01 0.00 0.1042
H -0.97146 0.22361 2.16021 0.00 0.02 0.00 0.0511
H 0.52284 1.65699 5.15660 0.00 0.00 0.00 0.1373
H 2.95808 1.71971 5.63242 0.00 0.01 0.00 0.1387
H 4.54449 1.07367 3.83605 0.00 0.00 0.00 0.1258
H 5.76388 0.43672 2.25053 0.00 0.00 0.00 0.1297
H 6.98170 -0.27069 0.22399 0.00 0.00 0.00 0.1420
H 5.73947 -0.79096 -1.84467 0.00 0.00 0.00 0.1293
H 4.49737 -1.17657 -3.48883 0.00 0.00 0.00 0.1262
H 2.90246 -1.50352 -5.36153 0.00 0.00 0.00 0.1391
H 0.48570 -1.10174 -4.95874 0.00 0.00 0.00 0.1372
H -0.89824 0.74570 -2.86130 -0.01 0.00 0.01 0.1063
H -1.04271 -0.58592 -1.69992 0.00 0.03 0.06 0.0334
H -1.28520 -0.87083 -3.42333 0.00 0.01 -0.01 0.1057
O -3.10767 -0.78676 -0.01116 0.06 0.06 -0.03 -0.6130
S -4.30965 0.10422 -0.30754 -0.05 -0.03 0.02 0.9544
C -5.29557 -0.76495 -1.57521 0.00 0.00 0.00 -0.2901
C -6.60204 -1.23374 -0.93041 0.00 0.00 0.00 -0.2101
C -6.30145 -1.45713 0.54830 -0.01 0.00 0.00 -0.2204
C -5.54055 -0.21173 0.98057 0.01 -0.01 0.00 -0.3098
H -4.65137 -1.59813 -1.86114 0.00 0.00 0.00 0.0894
H -5.43162 -0.10871 -2.43267 0.00 0.00 0.00 0.0939
H -6.96913 -2.13279 -1.42284 0.00 0.00 0.00 0.1267
H -7.36954 -0.46651 -1.04139 0.00 0.00 0.00 0.1245
H -5.68120 -2.34552 0.68685 0.00 0.00 0.00 0.1153
H -7.20691 -1.58831 1.13859 0.00 0.00 0.00 0.1285
H -5.00517 -0.28034 1.92666 0.00 0.01 0.00 0.0966
H -6.18908 0.66721 1.00421 0.00 0.00 0.00 0.1061
S -1.89494 3.19477 -0.57250 0.01 0.02 0.05 1.1861
C -1.15352 1.71928 -0.22991 0.04 -0.04 -0.05 -0.4609
N 0.16102 1.72885 -0.26371 0.00 0.02 0.05 -0.0002
C 0.66786 2.99777 -0.56297 0.01 -0.01 0.01 -0.2713
C 2.01130 3.35767 -0.66576 0.01 0.00 0.00 -0.0092
C 2.30744 4.66986 -0.96567 0.00 0.00 -0.01 -0.0341
C 1.29233 5.61802 -1.16151 -0.01 0.00 0.00 -0.0306
C -0.03776 5.27125 -1.06182 0.00 0.00 -0.02 -0.0406
C -0.33805 3.94367 -0.75910 -0.01 -0.01 -0.03 -0.4208
H -1.72025 0.81614 -0.00656 -0.04 0.00 -0.05 0.0386
H 2.80270 2.63157 -0.51786 0.00 0.00 0.00 0.1036
H 3.33999 4.97896 -1.05336 0.00 0.00 0.00 0.1233
H 1.55926 6.63911 -1.39604 0.00 0.00 0.00 0.1281
H -0.81881 6.00327 -1.21527 0.00 0.00 0.00 0.1293
C -1.75169 -2.95675 2.01241 0.00 -0.01 0.01 -0.1561
As -0.49323 -2.80331 0.59811 -0.07 0.00 0.08 1.1177
C 1.05913 -3.86452 0.92749 0.00 0.00 -0.01 -0.1670
C -1.28805 -3.29186 -1.06145 0.01 -0.01 0.00 -0.1619
O -0.01978 -1.16248 0.58081 0.13 -0.10 -0.12 -0.4062
H -2.07912 -3.99348 2.08778 -0.01 0.00 0.01 0.0671
H -2.58888 -2.30537 1.76428 0.01 0.00 -0.01 0.0268
H -1.27826 -2.65202 2.94391 0.00 -0.01 0.01 0.0592
H 0.77008 -4.91376 0.98835 0.00 0.00 0.00 0.0649
H 1.50925 -3.55992 1.87080 0.00 0.00 0.00 0.0566
H 1.76738 -3.73718 0.10969 0.00 0.00 0.00 0.0498
H -1.60140 -4.33399 -0.99073 0.00 0.00 0.00 0.0692
H -0.56217 -3.18758 -1.86599 -0.01 0.00 -0.01 0.0502
H -2.15257 -2.64727 -1.21134 0.01 0.01 0.01 0.0238
```
Positions in Å, forces in eV/Å.

---

no.,E (eV)
1,-167027.194
2,-177669.357